(1)
The following is a DFT calculation (ωB97M-V with the def2-TZVPD basis set) of 4 unconnected molecules or ions with the total composition C38H57F13N2O10.

Each line ends with the Löwdin charge.
Positions of all 120 atoms, in Å:
C  -6.36  -2.74  -3.50  -0.099
C  -5.33  -1.65  -3.81  -0.235
C  -3.90  -2.17  -3.55  -0.162
C  -3.15  -1.48  -2.39  -0.243
C  -2.16  -2.50  -1.80  -0.037
C  -2.54  -0.07  -2.53  -0.290
O  -2.45  0.43  -1.21  -0.055
C  -3.60  1.10  -0.69  -0.114
C  -3.55  1.08  0.86  -0.288
C  -3.59  2.48  1.50  -0.033
C  -4.59  0.13  1.48  -0.387
C  -4.30  -1.35  1.13  -0.049
C  -6.04  0.52  1.19  -0.063
C  -3.22  0.92  -3.48  -0.294
N  -3.09  0.56  -4.88  0.048
C  -4.22  0.93  -5.73  -0.265
C  -4.10  2.33  -6.32  -0.087
O  -2.80  2.24  -3.31  -0.018
C  -1.42  2.51  -3.15  -0.182
C  -0.83  3.31  -4.35  -0.699
O  0.41  3.41  -4.28  -0.045
O  -1.61  3.76  -5.18  0.011
C  -0.47  1.34  -2.88  -0.019
N  -1.05  -0.06  -2.87  0.040
C  -0.62  -0.90  -4.04  -0.059
C  0.56  -1.83  -3.67  -0.038
C  1.93  -1.20  -3.86  -0.437
F  2.06  -0.85  -5.16  0.147
F  2.13  -0.12  -3.07  0.144
C  3.08  -2.20  -3.55  -0.351
F  4.26  -1.61  -3.78  0.172
F  2.98  -3.23  -4.43  0.151
C  3.02  -2.81  -2.12  -0.331
F  2.34  -2.01  -1.26  0.145
F  2.34  -3.97  -2.18  0.159
C  4.39  -3.12  -1.46  -0.338
F  4.14  -3.97  -0.44  0.155
F  5.19  -3.75  -2.32  0.188
C  5.11  -1.87  -0.85  -0.339
F  6.43  -2.00  -1.08  0.171
F  4.70  -0.73  -1.42  0.173
C  4.94  -1.72  0.68  -0.560
F  5.64  -2.60  1.37  0.196
F  5.39  -0.50  1.01  0.183
F  3.66  -1.78  1.05  0.175
H  -6.28  -3.51  -4.26  0.077
H  -6.22  -3.17  -2.51  0.072
H  -7.37  -2.34  -3.59  0.073
H  -5.57  -0.80  -3.16  0.099
H  -5.46  -1.40  -4.86  0.095
H  -3.34  -2.24  -4.48  0.102
H  -4.03  -3.20  -3.22  0.108
H  -3.92  -1.39  -1.62  0.120
H  -1.42  -2.04  -1.14  0.085
H  -2.70  -3.25  -1.23  0.096
H  -1.64  -3.03  -2.59  0.078
H  -4.52  0.60  -1.01  0.112
H  -3.61  2.13  -1.02  0.127
H  -2.58  0.65  1.11  0.135
H  -2.71  2.66  2.10  0.054
H  -4.46  2.58  2.14  0.070
H  -3.63  3.28  0.76  0.081
H  -4.46  0.22  2.56  0.133
H  -5.07  -1.77  0.48  0.073
H  -4.21  -1.94  2.04  0.079
H  -3.34  -1.42  0.61  0.055
H  -6.26  0.56  0.12  0.073
H  -6.25  1.48  1.65  0.074
H  -6.70  -0.19  1.67  0.082
H  -4.28  0.95  -3.23  0.148
H  -2.89  -0.42  -5.03  0.068
H  -4.24  0.22  -6.56  0.113
H  -5.19  0.84  -5.23  0.100
H  -4.95  2.53  -6.97  0.070
H  -4.06  3.08  -5.52  0.066
H  -3.17  2.44  -6.86  0.073
H  -1.34  3.19  -2.30  0.156
H  0.01  1.48  -1.92  0.139
H  0.34  1.39  -3.61  0.109
H  -0.62  -0.50  -2.05  0.149
H  -1.41  -1.54  -4.40  0.105
H  -0.30  -0.28  -4.87  0.149
H  0.52  -2.66  -4.37  0.148
H  0.43  -2.27  -2.69  0.106
O  1.56  -1.27  5.57  0.112
C  2.72  -1.41  5.29  -0.487
O  3.69  -0.61  5.79  0.028
C  4.96  -0.94  5.20  -0.146
C  4.80  -2.37  4.70  -0.138
C  3.32  -2.42  4.34  -0.069
H  5.15  -0.24  4.38  0.125
H  5.74  -0.84  5.94  0.115
H  5.47  -2.61  3.87  0.102
H  5.01  -3.07  5.51  0.123
H  3.13  -2.08  3.32  0.108
H  2.88  -3.40  4.49  0.128
O  8.64  -0.12  5.03  0.125
C  8.16  0.96  5.19  -0.492
O  7.11  1.17  6.02  -0.006
C  6.66  2.53  5.94  -0.149
C  7.86  3.31  5.40  -0.149
C  8.54  2.26  4.52  -0.070
H  5.81  2.57  5.26  0.126
H  6.35  2.86  6.92  0.126
H  7.58  4.22  4.88  0.116
H  8.52  3.58  6.23  0.119
H  8.14  2.26  3.50  0.131
H  9.62  2.37  4.49  0.126
O  -2.79  2.90  4.41  0.109
C  -1.65  2.78  4.75  -0.484
O  -0.66  3.55  4.24  0.025
C  0.62  3.11  4.73  -0.154
C  0.32  2.36  6.02  -0.148
C  -1.06  1.77  5.72  -0.067
H  1.08  2.47  3.97  0.125
H  1.25  3.98  4.88  0.122
H  1.07  1.62  6.27  0.106
H  0.24  3.06  6.85  0.118
H  -0.99  0.80  5.21  0.130
H  -1.69  1.68  6.60  0.125

Results
* E_HOMO: -7.3 eV
* SMILES string: CCC[C@@H](C)[C@]1(OC[C@@H](C)C(C)C)[C@H](NCC)O[C@H](C(=O)[O-])C[N@@H+]1CCC(F)(F)C(F)(F)C(F)(F)C(F)(F)C(F)(F)C(F)(F)F.O=C1CCCO1.O=C1CCCO1.O=C1CCCO1
* DFT total energy: -99111.916 eV



(2)
The following is a DFT calculation (ωB97M-V with the def2-TZVPD basis set) of a molecular structure, C38H57IrN3O3PSTe.

Each line ends with the Mulliken spin population.
Positions of all 105 atoms, in Å:
Ir  0.20  0.06  -1.19  0.031
C  6.94  9.91  -0.56  0.000
O  5.53  10.24  -0.54  -0.013
C  4.63  9.39  -0.17  -0.015
C  3.29  9.88  -0.17  -0.002
C  2.29  9.07  0.23  0.002
C  2.56  7.71  0.59  -0.008
C  3.91  7.23  0.60  0.002
C  4.92  8.05  0.22  -0.012
N  1.52  7.00  1.00  0.078
N  1.51  5.85  1.44  0.195
C  1.39  4.60  1.20  -0.020
C  1.57  3.68  2.32  0.140
C  1.40  2.35  2.17  -0.088
C  1.00  1.82  0.89  0.095
O  0.77  0.58  0.71  0.156
C  0.80  2.69  -0.22  0.175
N  0.34  2.08  -1.36  0.050
C  -0.04  2.89  -2.37  -0.017
C  0.04  4.26  -2.30  0.062
C  0.56  4.88  -1.16  -0.007
C  0.94  4.08  -0.10  0.004
H  7.44  10.81  -0.89  0.000
H  7.12  9.10  -1.27  0.000
H  7.27  9.64  0.44  0.000
H  3.12  10.91  -0.45  0.000
H  1.26  9.41  0.27  0.001
H  4.12  6.22  0.93  0.000
H  5.94  7.70  0.25  0.000
H  1.83  4.11  3.28  0.000
H  1.52  1.66  2.99  0.001
H  -0.44  2.40  -3.24  0.015
H  -0.30  4.84  -3.15  0.002
H  0.61  5.96  -1.11  -0.009
C  3.90  -0.01  -1.41  -0.002
Te  2.34  -1.45  -1.42  0.051
C  2.67  -2.08  0.56  -0.005
H  3.72  0.70  -0.60  0.002
H  3.91  0.49  -2.37  0.001
H  4.84  -0.52  -1.25  0.001
H  3.62  -2.61  0.58  0.004
H  1.86  -2.76  0.83  -0.002
H  2.69  -1.22  1.23  0.003
C  0.07  0.41  -4.66  0.000
S  -0.30  -0.71  -3.30  0.001
C  -2.06  -0.90  -3.60  0.024
H  -0.62  1.24  -4.70  0.001
H  -0.01  -0.16  -5.59  0.000
H  1.10  0.76  -4.55  0.001
H  -2.19  -1.23  -4.63  -0.001
H  -2.60  0.03  -3.42  0.000
H  -2.42  -1.68  -2.93  -0.016
O  -0.58  -1.72  -0.43  0.110
P  -1.67  -2.69  0.04  -0.042
C  -1.81  -4.05  -1.17  0.000
C  -2.50  -5.34  -0.62  0.000
C  -1.64  -6.59  -0.86  0.000
C  -1.28  -6.74  -2.34  0.000
C  -0.76  -5.42  -2.96  0.000
C  -0.50  -4.36  -1.90  -0.005
C  -1.23  -3.26  1.70  0.000
C  -0.60  -2.11  2.51  0.005
C  -0.57  -2.49  4.00  0.000
C  -0.31  -3.99  4.21  0.000
C  0.50  -4.55  3.05  0.000
C  -0.29  -4.48  1.73  0.000
C  -3.28  -1.82  -0.01  0.022
C  -3.41  -0.64  0.97  -0.006
C  -3.91  -1.04  2.36  0.003
C  -5.19  -1.86  2.28  0.000
C  -4.99  -3.10  1.41  0.000
C  -4.54  -2.70  0.01  0.004
H  -2.49  -3.63  -1.93  0.000
H  -3.45  -5.48  -1.13  0.000
H  -2.74  -5.25  0.44  0.000
H  -2.19  -7.47  -0.52  0.000
H  -0.73  -6.54  -0.26  0.000
H  -2.16  -7.09  -2.89  0.000
H  -0.53  -7.53  -2.44  0.000
H  -1.50  -5.03  -3.66  0.000
H  0.14  -5.60  -3.54  0.000
H  -0.11  -3.45  -2.36  0.001
H  0.26  -4.71  -1.20  0.001
H  -2.18  -3.53  2.18  0.000
H  -1.13  -1.17  2.37  0.005
H  0.41  -1.95  2.14  -0.007
H  -1.52  -2.21  4.47  0.000
H  0.20  -1.91  4.50  0.000
H  -1.26  -4.53  4.27  0.000
H  0.19  -4.16  5.16  0.000
H  0.78  -5.59  3.24  0.000
H  1.44  -4.00  2.97  0.000
H  -0.87  -5.40  1.61  0.000
H  0.41  -4.45  0.89  0.000
H  -3.20  -1.39  -1.01  0.001
H  -4.14  0.05  0.54  0.002
H  -2.46  -0.09  1.03  0.021
H  -4.07  -0.14  2.95  0.000
H  -3.15  -1.62  2.90  0.000
H  -5.98  -1.25  1.85  0.000
H  -5.53  -2.14  3.28  0.000
H  -5.92  -3.67  1.35  0.000
H  -4.26  -3.77  1.88  0.000
H  -5.34  -2.11  -0.44  0.000
H  -4.43  -3.58  -0.63  0.000

Results
* E_HOMO (alpha / beta): -14.2 / -16.1 eV
* ΔE to the lowest compared entry with this formula, charge and spin: 0.480 eV
* ⟨S²⟩: 0.835
* charge: +3
* multiplicity: 2
* DFT total energy: -81176.454 eV



(3)
The following is a DFT calculation (ωB97M-V with the def2-TZVPD basis set) of a molecular structure, C38H58BMgN7O2P2S.

Each line ends with the Löwdin charge.
Positions of all 110 atoms, in Å:
Mg  -0.48  0.64  0.19  0.495
C  2.83  2.13  2.94  -0.103
C  1.67  1.89  3.93  -0.695
C  2.26  1.32  5.22  -0.089
C  1.02  3.25  4.21  -0.101
P  0.46  0.81  3.00  1.118
C  1.36  -0.81  3.08  -0.307
N  0.98  -1.70  2.00  -0.057
B  0.20  -1.39  0.80  -0.436
N  0.13  -2.71  0.15  -0.035
C  -0.67  -3.10  -1.00  -0.303
P  -1.04  -1.68  -2.13  1.146
C  0.33  -1.79  -3.41  -0.690
C  0.44  -0.40  -4.06  -0.121
C  1.63  -2.06  -2.64  -0.095
C  0.20  -2.86  -4.49  -0.097
C  -2.63  -2.30  -2.90  -0.700
C  -2.63  -3.71  -3.50  -0.095
C  -3.08  -1.28  -3.96  -0.094
C  -3.67  -2.28  -1.76  -0.103
C  0.80  -3.67  0.90  -0.179
C  0.97  -5.03  0.69  -0.023
C  1.72  -5.75  1.63  -0.114
C  2.26  -5.13  2.74  -0.115
C  2.08  -3.76  2.96  -0.025
C  1.34  -3.05  2.04  -0.185
C  -1.07  0.49  4.04  -0.690
C  -0.83  0.37  5.54  -0.094
C  -2.07  1.63  3.75  -0.100
C  -1.70  -0.81  3.54  -0.088
H  3.40  3.01  3.25  0.086
H  2.48  2.30  1.92  0.051
H  3.52  1.28  2.91  0.077
H  3.13  1.93  5.52  0.087
H  2.61  0.30  5.10  0.072
H  1.55  1.34  6.05  0.060
H  1.77  3.93  4.64  0.085
H  0.20  3.17  4.93  0.060
H  0.63  3.70  3.30  0.073
H  1.17  -1.30  4.05  0.088
H  2.44  -0.60  3.06  0.086
H  -1.62  -3.52  -0.67  0.087
H  -0.16  -3.90  -1.55  0.077
H  0.65  0.36  -3.30  0.051
H  -0.49  -0.11  -4.56  0.064
H  1.25  -0.40  -4.80  0.085
H  1.71  -1.44  -1.75  0.043
H  2.49  -1.83  -3.29  0.093
H  1.72  -3.10  -2.33  0.084
H  -0.66  -2.70  -5.14  0.060
H  0.12  -3.86  -4.06  0.079
H  1.10  -2.84  -5.12  0.087
H  -2.12  -3.75  -4.47  0.053
H  -3.66  -4.03  -3.66  0.086
H  -2.16  -4.43  -2.84  0.075
H  -2.40  -1.26  -4.82  0.065
H  -3.13  -0.27  -3.55  0.064
H  -4.07  -1.55  -4.33  0.086
H  -3.57  -3.16  -1.12  0.071
H  -4.67  -2.31  -2.19  0.085
H  -3.59  -1.40  -1.11  0.067
H  0.54  -5.53  -0.17  0.099
H  1.87  -6.81  1.48  0.093
H  2.84  -5.71  3.45  0.093
H  2.50  -3.28  3.83  0.100
H  -0.53  1.32  6.00  0.063
H  -0.06  -0.37  5.78  0.076
H  -1.76  0.06  6.03  0.086
H  -1.67  2.61  4.00  0.060
H  -2.97  1.47  4.34  0.088
H  -2.35  1.63  2.69  0.052
H  -1.08  -1.69  3.76  0.083
H  -1.90  -0.79  2.47  0.060
H  -2.66  -0.94  4.06  0.091
C  -3.04  3.23  -3.84  -0.017
C  -2.23  2.47  -2.84  -0.297
N  -0.99  2.25  -2.99  0.044
O  -0.55  2.84  -4.18  -0.071
C  -2.90  1.91  -1.63  -0.318
C  -4.37  2.05  -1.41  -0.035
N  -2.14  1.31  -0.77  -0.168
O  -2.63  0.83  0.37  -0.257
H  -2.48  4.09  -4.22  0.078
H  -3.98  3.57  -3.42  0.068
H  -3.26  2.60  -4.70  0.096
H  0.33  2.47  -4.27  0.078
H  -4.95  1.66  -2.25  0.082
H  -4.67  3.09  -1.27  0.078
H  -4.63  1.49  -0.51  0.070
N  2.68  3.36  -1.14  0.192
C  3.52  2.26  -1.07  -0.179
C  4.88  2.11  -1.33  -0.019
C  5.42  0.86  -1.07  -0.085
C  4.64  -0.19  -0.56  -0.067
C  3.29  -0.03  -0.31  -0.012
C  2.73  1.22  -0.60  -0.212
N  1.43  1.68  -0.42  0.132
C  1.46  2.95  -0.70  -0.273
C  0.29  3.80  -0.48  -0.326
C  -0.03  4.99  -1.05  -0.338
S  -1.53  5.51  -0.43  1.048
C  -1.62  4.11  0.54  -0.444
N  -0.61  3.31  0.43  0.040
H  2.94  4.31  -1.33  0.164
H  5.50  2.92  -1.70  0.108
H  6.47  0.69  -1.26  0.103
H  5.11  -1.14  -0.35  0.108
H  2.68  -0.81  0.12  0.097
H  0.49  5.54  -1.82  0.081
H  -2.47  3.91  1.18  0.095

Results
* E_HOMO: -6.4 eV
* ΔE to the lowest compared entry with this formula, charge and spin: 0.564 eV
* DFT total energy: -90409.393 eV



(4)
The following is a DFT calculation (ωB97M-V with the def2-TZVPD basis set) of 6 unconnected molecules or ions with the total composition C38H59Cl3N6O2S.

Each line ends with the Löwdin charge.
Positions of all 109 atoms, in Å:
C  1.31  -3.06  2.69  -0.113
C  1.84  -3.21  1.17  -0.162
C  3.32  -3.71  1.03  -0.048
C  4.02  -3.93  -0.34  -0.055
C  3.12  -3.67  -1.61  -0.059
C  1.66  -3.17  -1.47  -0.017
C  0.95  -2.90  -0.09  -0.121
C  -0.55  -2.38  0.05  -0.175
C  -0.74  -0.78  -0.02  -0.592
S  -0.10  -0.13  1.62  0.803
N  0.33  -0.37  -0.97  0.034
C  -0.03  -0.38  -2.36  -0.416
O  0.65  -0.49  -3.41  0.022
C  -1.66  -0.29  -2.24  -0.483
Cl  -2.20  -1.69  -3.25  0.640
C  -2.04  -0.12  -0.69  -0.366
C  -2.14  1.45  -0.37  -0.159
C  -1.11  2.45  -1.03  -0.149
C  0.20  2.80  -0.13  -0.265
O  -0.14  3.16  1.23  -0.142
C  -3.52  -0.63  -0.39  -0.577
Cl  -3.81  -2.44  -0.39  0.630
C  -4.22  -0.10  0.97  -0.678
C  -5.69  -0.82  1.00  -0.232
Cl  -3.40  -0.62  2.52  0.585
H  1.58  -4.05  3.21  0.089
H  1.86  -2.16  3.13  0.078
H  0.18  -2.89  2.65  0.031
H  3.94  -3.90  1.98  0.093
H  5.10  -4.26  -0.44  0.064
H  3.64  -3.83  -2.62  0.021
H  1.09  -2.99  -2.45  0.097
H  -1.05  -2.84  0.97  0.100
H  -1.12  -2.82  -0.86  0.083
H  -0.65  -0.93  2.63  -0.115
H  1.28  -0.21  -0.65  0.130
H  -2.04  0.63  -2.84  0.126
H  -2.14  1.66  0.77  0.113
H  -3.19  1.78  -0.72  0.129
H  -1.65  3.48  -1.11  0.129
H  -0.72  2.24  -2.07  0.111
H  1.02  2.01  -0.21  0.098
H  0.64  3.76  -0.62  0.121
H  0.67  2.93  1.76  0.075
H  -4.18  -0.21  -1.24  0.134
H  -4.49  1.03  0.94  0.119
H  -6.38  -0.08  1.57  0.079
H  -5.69  -1.77  1.63  0.039
H  -6.15  -0.93  -0.03  0.072
C  3.07  4.90  2.00  -0.112
C  3.07  5.57  3.38  -0.275
C  4.45  5.56  4.05  -0.189
C  4.91  4.14  4.25  -0.207
N  5.26  3.03  4.41  0.122
H  3.34  3.84  2.07  0.071
H  2.08  4.96  1.55  0.060
H  3.78  5.39  1.33  0.081
H  2.34  5.06  4.02  0.108
H  2.73  6.60  3.27  0.105
H  4.40  6.06  5.02  0.046
H  5.18  6.09  3.43  0.120
C  -1.19  -1.23  -6.58  -0.138
C  -1.11  -0.89  -8.07  -0.271
C  -2.38  -0.22  -8.59  -0.190
C  -3.55  -1.15  -8.43  -0.212
N  -4.47  -1.88  -8.29  0.125
H  -1.98  -1.96  -6.38  0.057
H  -0.25  -1.68  -6.24  0.077
H  -1.38  -0.34  -5.98  0.064
H  -0.90  -1.80  -8.63  0.112
H  -0.26  -0.21  -8.23  0.108
H  -2.27  0.02  -9.65  0.111
H  -2.58  0.71  -8.05  0.115
C  -6.75  -4.71  0.93  -0.110
C  -8.23  -5.01  1.09  -0.268
C  -9.12  -4.07  0.28  -0.181
C  -8.91  -2.65  0.72  -0.188
N  -8.74  -1.53  1.07  0.144
H  -6.49  -3.71  1.28  0.041
H  -6.15  -5.42  1.50  0.078
H  -6.45  -4.78  -0.12  0.078
H  -8.49  -4.94  2.15  0.113
H  -8.42  -6.04  0.78  0.109
H  -10.18  -4.33  0.42  0.114
H  -8.90  -4.15  -0.79  0.118
C  7.60  -4.28  -2.25  -0.118
C  7.97  -3.79  -3.65  -0.270
C  6.92  -2.83  -4.23  -0.176
C  5.60  -3.52  -4.34  -0.179
N  4.55  -4.06  -4.42  0.140
H  6.67  -4.85  -2.25  0.062
H  8.39  -4.94  -1.87  0.075
H  7.49  -3.44  -1.56  0.078
H  8.08  -4.66  -4.31  0.113
H  8.93  -3.29  -3.61  0.109
H  7.23  -2.50  -5.23  0.114
H  6.82  -1.95  -3.60  0.119
C  0.92  7.45  6.23  -0.109
C  1.08  6.56  7.46  -0.266
C  2.24  7.00  8.36  -0.178
C  3.53  6.93  7.60  -0.175
N  4.55  6.87  7.01  0.144
H  1.81  7.40  5.58  0.054
H  0.07  7.11  5.63  0.077
H  0.76  8.49  6.51  0.079
H  1.23  5.53  7.14  0.111
H  0.15  6.59  8.04  0.110
H  2.30  6.35  9.24  0.116
H  2.08  8.02  8.72  0.118

Results
* E_HOMO: -8.1 eV
* SMILES string: Cc1ccccc1C[C@@]1(S)NC(=O)[C@@H](Cl)[C@@]1(CCCO)[C@@H](Cl)[C@@H](C)Cl.CCCC#N.CCCC#N.CCCC#N.CCCC#N.CCCC#N
* DFT total energy: -101793.527 eV



Which of these has the lowest DFT total energy? C38H59Cl3N6O2S



The highest DFT total energy belongs to which entry? C38H57IrN3O3PSTe